{"formula": "C33H66F3N3O4P", "method": "ωB97M-V/def2-TZVPD", "species": ["C", "C", "C", "C", "P", "C", "C", "O", "C", "C", "F", "F", "F", "N", "C", "C", "C", "C", "C", "C", "O", "C", "H", "H", "H", "H", "H", "H", "H", "H", "H", "H", "H", "H", "H", "H", "H", "H", "H", "H", "H", "H", "H", "H", "H", "H", "H", "H", "H", "H", "H", "H", "C", "C", "C", "C", "C", "C", "N", "O", "C", "C", "C", "H", "H", "H", "H", "H", "H", "H", "H", "H", "H", "H", "H", "H", "H", "H", "H", "H", "H", "C", "C", "C", "C", "C", "C", "N", "O", "C", "C", "C", "H", "H", "H", "H", "H", "H", "H", "H", "H", "H", "H", "H", "H", "H", "H", "H", "H", "H"], "coordinates": [[3.88, 1.58, 2.26], [2.91, 2.04, 0.97], [1.93, 0.80, 0.56], [2.85, -0.03, -0.52], [3.26, -1.87, -0.12], [3.93, -2.80, -1.66], [4.64, -1.96, 1.22], [2.08, 0.26, -1.75], [0.80, 1.01, -1.55], [-0.23, 0.11, -2.49], [-1.28, 0.96, -3.17], [-0.83, -1.05, -1.80], [0.62, -0.42, -3.62], [0.57, 1.06, -0.05], [-0.28, 2.20, 0.53], [-1.87, 2.09, 0.11], [-2.84, 1.62, 1.39], [-4.38, 1.72, 0.83], [-4.86, 0.42, -0.07], [-4.94, -0.99, 0.78], [-5.65, -1.96, -0.12], [-5.22, -3.34, 0.14], [3.78, 0.43, 2.50], [3.64, 2.21, 3.22], [5.02, 1.77, 2.02], [2.36, 3.01, 1.32], [3.68, 2.35, 0.12], [1.81, 0.17, 1.55], [3.92, 0.39, -0.81], [5.03, -2.44, -1.97], [4.01, -3.95, -1.34], [3.19, -2.78, -2.58], [4.09, -2.14, 2.24], [5.28, -2.92, 0.98], [5.37, -1.04, 1.22], [0.96, 2.03, -2.13], [0.01, 0.23, 0.29], [-0.12, 2.25, 1.71], [0.13, 3.23, 0.07], [-2.06, 1.27, -0.73], [-2.28, 3.12, -0.30], [-2.67, 2.33, 2.31], [-2.65, 0.47, 1.64], [-5.15, 1.95, 1.68], [-4.42, 2.65, 0.08], [-4.24, 0.31, -1.09], [-5.98, 0.64, -0.43], [-5.65, -0.81, 1.70], [-3.90, -1.39, 1.14], [-5.89, -4.06, -0.53], [-4.10, -3.46, -0.23], [-5.38, -3.68, 1.26], [1.61, -6.51, -5.59], [1.64, -6.98, -4.11], [0.87, -8.32, -3.95], [-0.65, -8.17, -4.01], [-1.13, -7.10, -3.03], [-0.40, -5.74, -3.22], [1.09, -5.88, -3.24], [1.52, -6.13, -1.92], [-0.90, -5.06, -4.52], [-0.89, -4.76, -2.10], [3.15, -7.28, -3.84], [1.66, -5.42, -5.67], [2.48, -6.88, -6.16], [0.73, -6.87, -6.13], [1.13, -8.78, -2.99], [1.18, -9.03, -4.72], [-0.97, -7.93, -5.03], [-1.12, -9.12, -3.76], [-2.21, -6.97, -3.15], [-0.98, -7.47, -2.01], [-0.35, -4.14, -4.72], [-1.96, -4.80, -4.45], [-0.82, -5.70, -5.40], [-0.72, -5.15, -1.09], [-1.97, -4.58, -2.18], [-0.39, -3.78, -2.18], [3.76, -6.37, -3.94], [3.54, -8.01, -4.56], [3.33, -7.70, -2.85], [-1.84, 7.35, 4.60], [-1.48, 6.50, 3.35], [-1.26, 5.01, 3.75], [0.06, 4.75, 4.46], [1.24, 5.32, 3.67], [1.06, 6.81, 3.31], [-0.27, 7.10, 2.67], [-0.23, 6.61, 1.36], [1.24, 7.67, 4.59], [2.25, 7.25, 2.40], [-2.77, 6.57, 2.47], [-1.49, 8.39, 4.50], [-2.92, 7.41, 4.76], [-1.42, 6.94, 5.52], [-1.29, 4.38, 2.85], [-2.08, 4.67, 4.39], [0.04, 5.18, 5.47], [0.20, 3.67, 4.59], [2.16, 5.17, 4.25], [1.36, 4.72, 2.76], [1.05, 8.73, 4.38], [2.27, 7.60, 4.96], [0.61, 7.37, 5.42], [2.34, 6.65, 1.49], [3.21, 7.14, 2.93], [2.16, 8.31, 2.11], [-2.98, 7.59, 2.15], [-3.64, 6.21, 3.03], [-2.71, 5.93, 1.57]], "homo_energy_ev": [-10.7, -10.7], "charge": 1, "s2": 2.01, "multiplicity": 3}

---

{"formula": "C47H47N10O6S2V", "method": "ωB97M-V/def2-TZVPD", "species": ["V", "C", "O", "C", "C", "C", "C", "C", "C", "N", "C", "N", "C", "C", "C", "C", "C", "C", "O", "C", "N", "C", "C", "C", "C", "C", "C", "O", "C", "H", "H", "H", "H", "H", "H", "H", "H", "H", "H", "H", "H", "H", "H", "H", "H", "H", "H", "H", "H", "H", "H", "N", "C", "C", "C", "C", "C", "C", "S", "O", "O", "N", "C", "N", "C", "C", "C", "N", "H", "H", "H", "H", "H", "H", "H", "H", "H", "N", "C", "C", "C", "C", "C", "C", "S", "N", "C", "C", "C", "C", "C", "C", "N", "H", "H", "H", "H", "H", "H", "H", "H", "H", "C", "C", "C", "O", "H", "H", "H", "H", "H", "H", "H"], "coordinates": [[-0.08, -0.15, 1.40], [0.29, 5.90, -0.79], [-0.63, 4.87, -1.14], [-1.86, 5.23, -1.58], [-2.19, 6.53, -1.95], [-3.42, 6.81, -2.53], [-4.32, 5.79, -2.77], [-4.01, 4.50, -2.37], [-2.81, 4.20, -1.73], [-2.61, 2.87, -1.31], [-1.65, 2.37, -0.42], [-1.69, 2.92, 0.84], [-0.56, 2.90, 1.69], [0.36, 1.84, 1.73], [1.54, 2.13, 2.44], [1.76, 3.31, 3.13], [0.75, 4.26, 3.21], [-0.40, 4.04, 2.48], [-1.43, 4.99, 2.50], [-2.46, 4.64, 3.41], [-0.86, 1.42, -0.68], [-0.87, 0.68, -1.89], [-2.17, -0.06, -2.06], [-2.49, -0.66, -3.20], [-1.54, -0.68, -4.34], [0.63, -0.27, -4.35], [0.93, 0.46, -3.04], [2.23, 0.94, -2.91], [2.45, 1.72, -1.74], [1.13, 5.39, -0.33], [-0.15, 6.59, -0.07], [0.63, 6.45, -1.67], [-1.47, 7.32, -1.81], [-3.65, 7.83, -2.81], [-5.26, 6.00, -3.27], [-4.72, 3.70, -2.53], [-2.97, 2.17, -1.95], [-2.23, 3.76, 0.91], [2.33, 1.38, 2.47], [2.69, 3.47, 3.67], [0.86, 5.16, 3.80], [-3.27, 5.35, 3.28], [-2.10, 4.68, 4.45], [-2.83, 3.63, 3.22], [-2.81, -0.10, -1.18], [-3.41, -1.22, -3.29], [-2.04, -0.95, -5.27], [1.43, -0.30, -5.09], [3.51, 1.96, -1.73], [2.18, 1.17, -0.84], [1.86, 2.64, -1.76], [3.27, -6.79, -4.05], [2.49, -6.02, -3.17], [1.28, -6.51, -2.68], [0.54, -5.77, -1.77], [0.99, -4.53, -1.36], [2.19, -4.03, -1.84], [2.94, -4.77, -2.73], [-0.02, -3.58, -0.23], [0.54, -3.79, 1.10], [-1.37, -4.07, -0.40], [0.15, -2.01, -0.54], [0.12, -1.57, -1.81], [0.36, -0.17, -1.86], [-0.33, 1.35, -3.20], [-0.65, 0.58, -4.50], [-0.22, -1.55, -4.12], [-0.11, -2.26, -2.88], [2.74, -7.43, -4.62], [3.93, -6.25, -4.58], [0.92, -7.48, -3.02], [-0.41, -6.13, -1.40], [2.51, -3.04, -1.54], [3.88, -4.39, -3.12], [-0.33, 2.44, -3.25], [-0.84, 1.20, -5.38], [-0.10, -2.28, -4.93], [2.70, -2.52, 3.27], [3.48, -3.24, 2.38], [4.12, -4.40, 2.78], [4.97, -5.08, 1.91], [5.17, -4.61, 0.63], [4.53, -3.45, 0.22], [3.69, -2.76, 1.08], [2.93, -1.25, 0.56], [1.71, -0.97, 1.70], [1.78, -1.55, 2.90], [0.90, -1.04, 3.87], [0.98, -1.25, 5.26], [0.17, -0.55, 6.10], [-0.74, 0.40, 5.55], [-0.80, 0.54, 4.20], [-0.03, -0.16, 3.34], [2.42, -3.04, 4.09], [3.96, -4.77, 3.78], [5.47, -5.98, 2.25], [5.81, -5.14, -0.06], [4.68, -3.06, -0.78], [1.71, -1.94, 5.67], [0.24, -0.67, 7.18], [-1.38, 0.99, 6.19], [-1.49, 1.25, 3.74], [-2.36, -2.41, 2.29], [-2.79, -0.98, 1.97], [-4.13, -1.01, 1.22], [-1.82, -0.30, 1.22], [-3.09, -2.89, 2.94], [-1.39, -2.42, 2.79], [-2.27, -2.99, 1.37], [-2.95, -0.45, 2.92], [-4.01, -1.54, 0.28], [-4.47, 0.01, 1.02], [-4.88, -1.52, 1.83]], "homo_energy_ev": [-2.9, -2.9], "de_lowest_kcal_mol": 78.4, "charge": -1, "s2": 0.80, "multiplicity": 2}

---

{"formula": "C47H38ClN5O2SSn", "method": "ωB97M-V/def2-TZVPD", "species": ["Sn", "O", "C", "C", "C", "C", "C", "C", "C", "C", "C", "O", "C", "C", "C", "C", "C", "C", "C", "C", "C", "C", "C", "C", "N", "C", "C", "C", "C", "C", "C", "C", "C", "C", "C", "C", "C", "H", "H", "H", "H", "H", "H", "H", "H", "H", "H", "H", "H", "H", "H", "H", "H", "H", "H", "H", "H", "H", "H", "H", "H", "H", "H", "H", "S", "N", "C", "C", "C", "C", "C", "N", "C", "C", "N", "C", "C", "C", "C", "C", "N", "H", "H", "H", "H", "H", "H", "C", "H", "H", "H", "Cl", "C", "H", "H"], "coordinates": [[-0.81, -0.87, -0.68], [0.14, -1.02, 1.11], [0.88, -0.18, 1.94], [2.02, 0.49, 1.11], [1.55, 1.60, 0.23], [2.04, 2.89, 0.38], [1.45, 3.93, -0.31], [0.41, 3.65, -1.18], [0.06, 2.32, -1.38], [-0.99, 1.97, -2.39], [-2.34, 1.65, -1.68], [-2.15, 0.69, -0.70], [-2.88, 2.94, -1.05], [-3.17, 4.07, -1.82], [-3.63, 5.23, -1.22], [-3.81, 5.29, 0.15], [-3.55, 4.17, 0.92], [-3.08, 3.01, 0.33], [-3.36, 1.14, -2.71], [-3.38, 1.55, -4.04], [-4.34, 1.08, -4.92], [-5.30, 0.17, -4.49], [-5.28, -0.25, -3.17], [-4.33, 0.23, -2.29], [0.62, 1.32, -0.69], [1.58, -1.09, 2.98], [2.15, -0.58, 4.14], [2.79, -1.42, 5.04], [2.87, -2.78, 4.79], [2.31, -3.30, 3.63], [1.67, -2.46, 2.73], [-0.05, 0.78, 2.69], [-1.36, 0.38, 2.92], [-2.25, 1.18, 3.62], [-1.84, 2.42, 4.09], [-0.53, 2.82, 3.89], [0.36, 2.00, 3.21], [2.82, 0.82, 1.76], [2.39, -0.34, 0.50], [2.87, 3.08, 1.05], [1.80, 4.95, -0.18], [-0.11, 4.43, -1.70], [-1.11, 2.81, -3.07], [-0.68, 1.09, -2.94], [-3.06, 4.05, -2.89], [-3.85, 6.10, -1.84], [-4.16, 6.21, 0.62], [-3.69, 4.20, 1.99], [-2.86, 2.13, 0.92], [-2.63, 2.24, -4.42], [-4.34, 1.42, -5.95], [-6.04, -0.20, -5.18], [-6.01, -0.97, -2.82], [-4.31, -0.09, -1.26], [2.08, 0.48, 4.36], [3.22, -1.01, 5.94], [3.36, -3.44, 5.50], [2.37, -4.36, 3.43], [1.22, -2.85, 1.83], [-1.68, -0.59, 2.54], [-3.26, 0.84, 3.79], [-2.54, 3.06, 4.62], [-0.19, 3.78, 4.28], [1.38, 2.33, 3.11], [6.63, -4.78, 0.53], [6.38, -3.30, -0.07], [5.10, -3.20, -0.34], [4.43, -2.06, -0.90], [5.11, -0.91, -1.30], [4.40, 0.14, -1.85], [3.02, 0.00, -1.97], [2.36, -1.08, -1.60], [3.03, -2.11, -1.07], [2.27, -3.31, -0.70], [0.94, -3.29, -0.84], [0.25, -4.38, -0.58], [0.84, -5.58, -0.17], [2.20, -5.62, 0.02], [2.94, -4.46, -0.24], [4.37, -4.39, -0.03], [5.13, -5.35, 0.47], [6.19, -0.87, -1.18], [4.90, 1.03, -2.19], [2.42, 0.80, -2.38], [-0.82, -4.31, -0.70], [0.22, -6.45, 0.02], [2.72, -6.50, 0.35], [-2.34, -2.28, 0.01], [-2.69, -2.89, -0.83], [-3.15, -1.68, 0.40], [-1.90, -2.90, 0.79], [-1.11, -2.78, -3.33], [-0.53, -1.18, -2.92], [-1.20, -0.45, -3.38], [0.50, -1.07, -3.21]], "homo_energy_ev": -8.6, "de_lowest_kcal_mol": 0.0, "multiplicity": 1}

---

Strongest force on any atom in eV/Å, matching the order above: 5.456, 2.044, 1.579